(1)
{
  "formula": "C3H7N2S",
  "method": "ωB97M-V/def2-TZVPD",
  "lumo_ha": [-0.267, -0.267],
  "homo_ev": [-13.40, -13.40],
  "charge": 1,
  "fmax_ev_per_a": 4.87,
  "smiles": "CNCC=[N+]=S",
  "relative_energy_kj_mol": 421.4,
  "total_energy_ev": -17029.20324,
  "elements": ["C", "N", "C", "C", "N", "S", "H", "H", "H", "H", "H", "H", "H"],
  "positions_angstrom": [[-0.953485, 0.657536, 0.424961], [-0.092848, 0.331143, -0.660834], [0.758909, -0.745429, -0.630748], [1.797674, -0.629407, 0.506603], [2.929740, -0.149359, 0.310267], [4.282420, 0.379863, -0.083137], [-1.434029, 1.706796, 0.135552], [-1.562434, -0.143427, 0.554855], [-0.338208, 0.847585, 1.294763], [0.283228, 1.193008, -1.050382], [1.423405, -0.824611, -1.611071], [0.443951, -1.779186, -0.694703], [1.452844, -1.182288, 1.333632]],
  "forces_ev_per_a": [[1.0, 4.1, -0.7], [-0.1, 1.1, -1.6], [3.0, -0.2, -3.8], [1.3, -0.1, -1.0], [-1.2, -0.8, 0.5], [0.0, 0.2, 0.0], [0.4, -2.6, 0.8], [-2.5, -1.8, 0.8], [-0.1, 0.1, 0.8], [0.2, -0.7, -0.3], [-1.3, 0.9, 1.6], [-1.1, -0.1, 1.0], [0.3, -0.1, 1.7]]
}

(2)
{
  "formula": "C6H6N2O2",
  "method": "ωB97M-V/def2-TZVPD",
  "lumo_ha": -0.003,
  "homo_ev": -9.33,
  "fmax_ev_per_a": 7.67,
  "smiles": "O=c1cc[nH]c(=O)[nH]1.C#C",
  "relative_energy_kj_mol": 458.9,
  "total_energy_ev": -13389.87000,
  "elements": ["O", "C", "C", "C", "N", "C", "O", "N", "H", "H", "H", "H", "C", "C", "H", "H"],
  "positions_angstrom": [[-0.388228, -1.740901, 2.078035], [-0.460423, -1.174226, 1.085749], [0.625556, -0.686332, 0.179951], [0.094992, 0.169320, -0.866577], [-1.193839, 0.179405, -1.274610], [-2.141844, -0.568733, -0.669034], [-3.234769, -0.744410, -1.220355], [-1.757913, -1.045071, 0.665663], [1.724058, -0.678921, 0.499818], [0.632385, 1.056921, -1.491418], [-1.565907, 0.456160, -2.283599], [-2.487079, -1.190750, 1.389650], [2.259760, 1.192572, 0.061033], [2.787121, 1.872363, 0.875054], [1.882923, 0.546108, -0.745814], [3.223207, 2.356492, 1.716454]],
  "forces_ev_per_a": [[2.5, -3.0, 6.6], [-0.2, 1.2, -5.0], [-1.7, 2.4, -1.7], [2.3, 0.3, 0.2], [-1.3, 0.2, -2.6], [-2.7, -1.3, 1.8], [1.8, 0.1, 1.5], [-2.7, 2.1, -3.9], [-2.5, -0.5, -0.3], [-1.2, -2.8, 1.4], [1.6, -0.5, 2.9], [0.8, -0.2, -1.1], [0.7, -0.7, -2.3], [0.7, 0.7, 1.4], [2.1, 1.7, 1.1], [0.0, 0.2, -0.1]]
}

(3)
{
  "formula": "C5H16O2",
  "method": "ωB97M-V/def2-TZVPD",
  "lumo_ha": 0.020,
  "homo_ev": -11.10,
  "fmax_ev_per_a": 1.64,
  "smiles": "CCCCC.O.O",
  "relative_energy_kj_mol": 51.5,
  "total_energy_ev": -9539.29569,
  "elements": ["C", "C", "C", "C", "C", "H", "H", "H", "H", "H", "H", "H", "H", "H", "H", "H", "H", "O", "H", "H", "O", "H", "H"],
  "positions_angstrom": [[2.000503, 1.581251, -0.608680], [2.294259, 0.288235, 0.111439], [1.739328, -0.936796, -0.626548], [0.264074, -1.184410, -0.392019], [-0.056548, -1.526258, 1.086664], [0.928630, 1.695755, -0.754603], [2.334557, 2.508279, -0.159592], [2.338685, 1.498953, -1.641525], [3.380574, 0.175654, 0.199714], [1.951343, 0.295523, 1.151480], [1.852909, -0.666489, -1.687039], [2.400912, -1.789262, -0.504663], [-0.242793, -0.261249, -0.678011], [-0.121890, -1.968036, -1.048846], [-0.983508, -2.089094, 1.093372], [0.725634, -2.113885, 1.550076], [-0.321536, -0.594242, 1.578654], [-2.226152, 2.039601, 0.730234], [-2.023809, 1.708434, 1.617824], [-3.175693, 1.892466, 0.650146], [-2.992719, -0.596205, -0.617813], [-2.186796, -1.060538, -0.358918], [-2.853813, 0.296715, -0.272124]],
  "forces_ev_per_a": [[-1.0, -0.1, -0.7], [0.7, -0.4, 0.7], [0.4, 0.9, -1.1], [0.2, -0.3, 0.6], [-0.9, 0.5, -1.3], [-0.4, 0.1, 0.3], [0.4, 0.0, 0.2], [0.5, 0.2, 0.0], [0.0, 0.0, -0.1], [-0.2, 0.1, -0.1], [0.0, -0.3, 0.0], [-0.3, -0.4, 0.4], [-0.2, 0.0, 0.0], [0.2, 0.0, -0.1], [-0.1, -0.4, 0.3], [0.1, 0.1, 0.3], [0.5, 0.0, 0.6], [-0.1, -0.3, 0.2], [0.0, 0.1, -0.2], [-0.1, 0.3, 0.1], [0.0, 0.0, 0.2], [-0.2, 0.1, -0.1], [0.2, -0.2, -0.2]]
}

(4)
{
  "formula": "C3HNO3",
  "method": "ωB97M-V/def2-TZVPD",
  "lumo_ha": -0.072,
  "homo_ev": -10.64,
  "fmax_ev_per_a": 3.47,
  "smiles": "O=C1C=NOC1=O",
  "relative_energy_kj_mol": 274.7,
  "total_energy_ev": -10755.92142,
  "elements": ["O", "C", "C", "N", "O", "C", "O", "H"],
  "positions_angstrom": [[-1.450556, -1.345522, -0.488788], [-0.615766, -0.494939, -0.499725], [-0.344249, 1.007104, -1.073059], [0.679623, 1.573858, -0.610974], [1.163496, 0.744004, 0.492645], [0.305951, -0.333089, 0.617301], [0.239354, -1.081702, 1.505646], [-0.451329, 1.374291, -2.066300]],
  "forces_ev_per_a": [[0.3, 0.7, -1.5], [-1.1, 3.3, 0.0], [-0.3, -2.0, -2.5], [0.5, -1.5, 1.8], [-0.9, -0.2, 0.4], [2.2, 0.4, -0.2], [0.8, -1.1, 2.8], [-1.5, 0.4, -0.7]]
}

(5)
{
  "formula": "C4H6N2O2",
  "method": "ωB97M-V/def2-TZVPD",
  "lumo_ha": 0.016,
  "homo_ev": -9.11,
  "fmax_ev_per_a": 2.11,
  "smiles": "N/C=C(/C=O)C(N)=O",
  "relative_energy_kj_mol": 72.5,
  "total_energy_ev": -11320.29068,
  "elements": ["N", "C", "C", "C", "O", "C", "N", "O", "H", "H", "H", "H", "H", "H"],
  "positions_angstrom": [[-2.209547, -1.035079, -0.113942], [-0.897204, -1.292647, -0.157713], [0.146876, -0.418986, -0.049826], [1.458003, -1.052487, 0.030844], [2.533724, -0.563408, 0.369819], [-0.012314, 1.050409, -0.100369], [-1.122050, 1.546453, 0.554917], [0.772030, 1.749806, -0.705173], [-2.928079, -1.779639, -0.224079], [-2.556887, -0.087789, -0.207581], [-0.654811, -2.342882, -0.148743], [1.402578, -2.192985, -0.174215], [-1.395663, 1.037559, 1.397094], [-1.164156, 2.577204, 0.615915]],
  "forces_ev_per_a": [[-1.9, -0.5, -0.4], [0.4, 0.2, 0.7], [-0.4, -0.5, -0.3], [1.8, -0.7, 0.6], [-1.9, -0.6, -0.7], [0.9, 0.2, -0.1], [-0.4, 0.7, 0.5], [-0.5, 0.1, 0.1], [1.3, 0.9, 0.1], [0.2, -0.2, 0.1], [0.1, -0.3, -0.2], [0.1, 1.2, 0.2], [0.1, 0.4, -0.4], [0.1, -1.0, 0.0]]
}

(6)
{
  "formula": "C17H18N2O2S",
  "method": "ωB97M-V/def2-TZVPD",
  "lumo_ha": 0.021,
  "homo_ev": -7.89,
  "fmax_ev_per_a": 0.84,
  "smiles": "CN(C[C@@H]1COc2ccccc2O1)C(=S)Nc1ccccc1",
  "relative_energy_kj_mol": 173.1,
  "total_energy_ev": -35831.40304,
  "elements": ["C", "N", "C", "C", "C", "O", "C", "C", "C", "C", "C", "C", "O", "C", "S", "N", "C", "C", "C", "C", "C", "C", "H", "H", "H", "H", "H", "H", "H", "H", "H", "H", "H", "H", "H", "H", "H", "H", "H", "H"],
  "positions_angstrom": [[-2.639406, -2.311149, 1.856394], [-1.819657, -1.435969, 1.053820], [-0.840703, -0.657181, 1.772270], [0.580857, -1.272526, 1.740473], [1.293757, -1.117457, 3.087488], [1.388597, 0.242023, 3.438060], [1.834919, 1.033663, 2.409455], [2.276887, 2.317503, 2.702053], [2.741923, 3.139552, 1.694340], [2.776410, 2.685139, 0.385533], [2.322378, 1.416778, 0.080598], [1.844226, 0.587923, 1.086556], [1.374089, -0.663333, 0.735400], [-2.011342, -1.323889, -0.291279], [-3.312318, -2.021391, -1.037264], [-1.049071, -0.633582, -0.962471], [-1.045882, -0.243879, -2.305532], [0.182354, -0.204185, -2.962930], [0.258640, 0.215780, -4.276165], [-0.887891, 0.603877, -4.949507], [-2.106752, 0.578520, -4.293816], [-2.192694, 0.165117, -2.977200], [-2.006877, -2.973822, 2.450521], [-3.282910, -1.733382, 2.524386], [-3.266395, -2.905337, 1.194909], [-0.794199, 0.358483, 1.360948], [-1.175251, -0.577543, 2.809267], [0.521822, -2.331232, 1.466422], [2.297542, -1.558584, 3.008221], [0.744791, -1.610947, 3.890667], [2.247817, 2.643125, 3.729317], [3.084225, 4.134348, 1.932485], [3.147228, 3.321489, -0.402320], [2.326711, 1.051127, -0.933816], [-0.126079, -0.610450, -0.542358], [1.074508, -0.517211, -2.437561], [1.215804, 0.236189, -4.776655], [-0.829566, 0.927097, -5.977914], [-3.003596, 0.888755, -4.808913], [-3.144897, 0.156560, -2.473885]],
  "forces_ev_per_a": [[-0.2, -0.2, 0.1], [0.1, 0.2, -0.3], [0.4, 0.0, 0.0], [-0.3, -0.1, 0.8], [0.1, -0.5, -0.4], [0.0, 0.5, 0.0], [0.1, -0.1, -0.1], [-0.1, -0.2, 0.0], [0.0, 0.0, 0.1], [0.0, 0.0, -0.1], [0.0, -0.1, 0.2], [-0.1, 0.1, 0.0], [0.3, 0.2, -0.3], [-0.2, -0.2, 0.1], [-0.5, -0.3, -0.4], [0.4, 0.0, 0.6], [-0.1, 0.1, -0.5], [-0.1, -0.1, 0.2], [0.0, 0.1, -0.1], [0.1, 0.0, -0.1], [0.1, 0.0, 0.0], [0.0, 0.1, 0.1], [0.0, 0.0, 0.1], [0.0, 0.0, 0.0], [0.1, 0.0, 0.2], [0.0, -0.1, 0.1], [0.0, 0.0, -0.1], [0.0, 0.1, 0.1], [-0.1, 0.1, 0.1], [0.0, 0.0, -0.1], [0.0, 0.0, 0.1], [0.0, 0.1, 0.0], [0.0, 0.1, -0.1], [0.0, -0.1, -0.1], [-0.1, 0.1, 0.1], [0.1, -0.1, 0.0], [0.1, 0.0, 0.0], [0.0, 0.0, -0.1], [-0.1, 0.0, 0.0], [0.0, 0.0, 0.0]]
}

Repeat the fifth record exactly.
{
  "formula": "C4H6N2O2",
  "method": "ωB97M-V/def2-TZVPD",
  "lumo_ha": 0.016,
  "homo_ev": -9.11,
  "fmax_ev_per_a": 2.11,
  "smiles": "N/C=C(/C=O)C(N)=O",
  "relative_energy_kj_mol": 72.5,
  "total_energy_ev": -11320.29068,
  "elements": ["N", "C", "C", "C", "O", "C", "N", "O", "H", "H", "H", "H", "H", "H"],
  "positions_angstrom": [[-2.209547, -1.035079, -0.113942], [-0.897204, -1.292647, -0.157713], [0.146876, -0.418986, -0.049826], [1.458003, -1.052487, 0.030844], [2.533724, -0.563408, 0.369819], [-0.012314, 1.050409, -0.100369], [-1.122050, 1.546453, 0.554917], [0.772030, 1.749806, -0.705173], [-2.928079, -1.779639, -0.224079], [-2.556887, -0.087789, -0.207581], [-0.654811, -2.342882, -0.148743], [1.402578, -2.192985, -0.174215], [-1.395663, 1.037559, 1.397094], [-1.164156, 2.577204, 0.615915]],
  "forces_ev_per_a": [[-1.9, -0.5, -0.4], [0.4, 0.2, 0.7], [-0.4, -0.5, -0.3], [1.8, -0.7, 0.6], [-1.9, -0.6, -0.7], [0.9, 0.2, -0.1], [-0.4, 0.7, 0.5], [-0.5, 0.1, 0.1], [1.3, 0.9, 0.1], [0.2, -0.2, 0.1], [0.1, -0.3, -0.2], [0.1, 1.2, 0.2], [0.1, 0.4, -0.4], [0.1, -1.0, 0.0]]
}